Density functional theory data (the ωB97M-V functional and the def2-TZVPD basis) for C56H36Cl4N7OS2Tc as an isolated structure at a distorted geometry.

Each line ends with the Löwdin charge.
Positions of all 107 atoms, in Å:
Tc: -0.436 -0.019 -0.434  1.39
Cl: -1.539 -7.449 4.885  0.71
C: -0.956 -6.058 4.052  -0.66
C: -1.611 -4.843 4.187  -0.08
C: -1.167 -3.742 3.488  -0.02
C: -0.040 -3.796 2.649  -0.14
C: 0.604 -5.034 2.548  -0.01
C: 0.153 -6.148 3.225  -0.08
C: 0.238 -2.616 1.827  -0.01
C: 0.688 -2.742 0.478  -0.20
C: 1.776 -3.555 0.057  0.01
C: 1.995 -3.285 -1.259  0.01
C: 1.016 -2.336 -1.660  -0.24
C: 0.917 -1.839 -2.969  -0.03
C: 1.714 -2.511 -4.007  -0.19
C: 1.668 -3.901 -4.127  -0.03
C: 2.425 -4.560 -5.075  -0.08
C: 3.253 -3.826 -5.914  -0.67
Cl: 4.223 -4.643 -7.080  0.70
C: 3.306 -2.442 -5.818  -0.09
C: 2.528 -1.790 -4.880  -0.02
C: 0.027 -0.836 -3.354  -0.21
N: -0.771 -0.165 -2.470  -0.01
C: -1.804 0.343 -3.208  -0.21
C: -3.020 0.751 -2.674  -0.05
C: -4.157 0.954 -3.602  -0.23
C: -4.418 2.169 -4.221  -0.02
C: -5.521 2.309 -5.046  -0.09
C: -6.353 1.220 -5.269  -0.67
Cl: -7.731 1.399 -6.288  0.70
C: -6.094 -0.005 -4.666  -0.08
C: -5.000 -0.130 -3.830  -0.01
C: -3.280 0.874 -1.312  -0.22
C: -4.464 1.487 -0.798  0.04
C: -4.257 1.692 0.527  0.03
C: -2.967 1.159 0.836  -0.22
N: -2.404 0.616 -0.292  -0.03
C: -2.377 1.230 2.103  -0.06
C: -1.242 0.505 2.453  -0.26
C: -0.908 0.148 3.802  0.01
C: -0.239 -1.029 3.732  0.00
C: -0.119 -1.363 2.338  -0.21
N: -0.587 -0.322 1.584  -0.01
C: -3.087 1.931 3.199  -0.21
C: -2.572 3.119 3.707  -0.01
C: -3.174 3.749 4.779  -0.09
C: -4.292 3.176 5.368  -0.67
Cl: -4.995 3.933 6.747  0.70
C: -4.836 2.005 4.859  -0.08
C: -4.232 1.388 3.778  -0.02
C: -1.549 0.153 -4.602  0.03
C: -0.407 -0.575 -4.697  0.03
N: 0.242 -2.003 -0.570  -0.01
H: -2.482 -4.764 4.817  0.11
H: -1.741 -2.832 3.554  0.11
H: 1.475 -5.159 1.936  0.09
H: 0.652 -7.097 3.111  0.11
H: 2.400 -4.164 0.676  0.10
H: 2.779 -3.667 -1.880  0.12
H: 1.021 -4.466 -3.473  0.13
H: 2.376 -5.634 -5.170  0.11
H: 3.951 -1.889 -6.483  0.11
H: 2.576 -0.713 -4.800  0.13
H: -3.768 3.012 -4.043  0.13
H: -5.747 3.260 -5.501  0.11
H: -6.747 -0.847 -4.840  0.11
H: -4.791 -1.073 -3.341  0.13
H: -5.305 1.761 -1.402  0.12
H: -4.915 2.152 1.236  0.12
H: -1.231 0.689 4.667  0.13
H: 0.148 -1.611 4.546  0.13
H: -1.693 3.551 3.256  0.10
H: -2.790 4.683 5.160  0.11
H: -5.724 1.585 5.306  0.11
H: -4.643 0.469 3.387  0.13
H: -2.181 0.507 -5.391  0.12
H: 0.057 -0.945 -5.588  0.12
O: 1.662 -0.038 -0.399  -0.24
N: 2.393 1.039 -0.286  -0.19
C: 3.723 0.867 -0.161  0.00
C: 4.580 1.933 -0.110  -0.04
C: 4.050 3.223 -0.166  -0.05
C: 2.687 3.381 -0.249  -0.10
C: 1.833 2.274 -0.302  -0.67
S: 0.120 2.422 -0.365  0.72
H: 4.039 -0.165 -0.121  0.15
H: 5.641 1.764 -0.017  0.12
H: 4.694 4.085 -0.119  0.12
H: 2.243 4.361 -0.283  0.11
N: 0.724 4.545 2.160  0.08
C: 1.725 3.870 2.763  -0.85
S: 1.669 2.206 2.816  0.74
N: 2.696 4.610 3.327  0.06
C: 3.829 4.179 4.050  -0.26
C: 4.588 3.081 3.667  -0.06
C: 5.719 2.751 4.393  -0.07
C: 6.094 3.498 5.497  -0.09
C: 5.334 4.591 5.880  -0.08
C: 4.212 4.936 5.152  -0.03
H: 0.090 4.016 1.577  0.01
H: 0.798 5.536 1.989  0.11
H: 2.501 5.600 3.429  0.15
H: 4.297 2.486 2.816  0.05
H: 6.316 1.908 4.081  0.11
H: 6.968 3.230 6.067  0.10
H: 5.617 5.174 6.744  0.11
H: 3.619 5.790 5.447  0.11

Values from the calculation:
Kohn-Sham gap (spin up / spin down): 5.3 / 5.3 eV
F_max: 1.450 eV/A
DFT total energy: -145089.47461 eV
2S+1: 2
Total charge: +1